Formula: C36H47N5P2V
Source: OMol25
Level of theory: wB97M-V/def2-TZVPD

Results
* multiplicity: 2
* ⟨S²⟩: 1.185
* lowest unoccupied orbital energy (alpha / beta): -0.305 / -0.309 Eh
* HOMO-LUMO gap (alpha / beta): 4.75 / 4.67 eV
* charge: +2

XYZ file:
```
91
Properties=species:S:1:pos:R:3:mulliken_charge:R:1
H 4.27450 0.48191 0.96209 0.41
H -4.66063 -4.94390 -1.99521 0.54
C -2.51097 0.12976 -4.43979 -0.10
C -0.77065 1.68089 2.91774 -0.66
H -4.34286 0.85192 0.93929 1.44
C -5.11771 -4.30166 -1.24095 -0.27
H -4.22676 -0.85030 0.43278 -2.58
H 0.81277 -0.07706 1.27749 0.21
H -6.33062 -1.16092 -1.09804 0.23
H -0.17464 3.51608 3.96834 0.53
H -2.45970 4.53533 2.89578 0.47
H -7.08227 -1.56689 1.15166 0.48
H -4.99514 -5.29281 2.04143 0.36
C -3.35506 -1.67822 4.93732 -0.80
H 0.19140 -1.31657 2.38615 0.96
C -0.88724 2.99563 3.34606 -0.68
H 0.59199 -2.70648 -2.66152 0.36
P -1.90393 0.15242 -1.69714 0.21
H -4.29543 -0.01307 -1.68704 0.55
H 1.39855 2.47416 -0.90856 0.66
H -5.23619 -2.62846 -2.50991 0.61
C 2.40358 -0.08254 -3.72167 -0.96
C -2.43908 -2.69050 4.51466 -0.85
H -3.26921 -3.19065 1.86059 0.34
H 3.50826 2.18456 1.99230 0.35
C -6.48656 -2.21626 -0.81285 -0.75
C 1.33650 0.41557 -1.56264 1.47
H 4.21321 1.01770 -0.73611 0.31
N 2.46092 1.27367 0.46557 0.43
H 2.63519 1.75666 -2.68849 0.50
C -5.13776 -2.39470 1.37298 0.08
C -1.44029 -3.21558 -1.40760 -0.45
H -0.42135 -3.02893 -0.95824 0.72
C -1.90548 -2.27096 3.29103 -0.68
C -3.54626 0.49675 -1.07166 -1.06
H 2.01310 -2.06150 -4.50123 0.46
H -3.68130 1.57152 -1.24844 0.44
C 2.15347 0.77262 -2.65417 -0.45
C -1.01469 1.69735 -5.12157 -0.69
N -2.13224 -2.16750 -2.05278 1.46
C -5.50195 -5.07016 -0.01732 -0.92
H -5.03327 -1.58056 2.08875 0.52
H -3.31631 -4.84232 -3.61221 0.51
C -1.95472 0.70465 -5.57607 -0.85
H -2.21767 -3.62939 5.01288 0.49
C -5.46959 -3.03589 -1.53626 -0.51
V -1.16559 -1.53024 -0.32945 -0.88
C -2.06948 3.53641 2.75212 -0.89
C 0.24572 -1.01565 1.33307 -1.61
C -3.36396 -0.68286 3.95721 -0.62
H 1.91672 2.92731 1.63522 0.32
H 0.42532 1.47766 0.12789 -0.18
H -1.73320 -5.41905 -1.45196 0.54
H -3.47134 2.57677 1.28566 0.47
C 1.83928 -1.35355 -3.68695 -0.95
H -2.19934 0.47575 -6.59829 0.49
H -3.34505 -0.54237 -4.34543 0.44
H 3.31657 3.21153 0.54801 0.34
C -0.99522 1.65121 -3.73802 -0.45
H -0.02929 0.92782 3.13060 0.48
C -2.91170 -2.73029 -3.00573 -0.10
H -3.58274 -2.18662 -3.66539 0.09
C -4.52561 -4.82766 1.14880 -1.24
C 0.66790 -0.82377 -1.55563 1.05
C -3.70803 0.12064 0.42006 0.92
H 0.88094 -1.76427 0.80149 0.47
C -2.77712 -4.14195 -2.97644 -1.49
H -1.24169 -2.79273 2.61877 0.44
H -0.42563 2.35944 -5.74854 0.48
P -2.13445 -0.19007 1.36131 0.80
N -1.85031 1.39348 2.07336 1.07
C -1.92206 -4.45518 -1.90327 -0.45
C 1.01080 -1.70099 -2.60809 -1.03
H 3.39144 -0.50028 -0.24346 0.26
C -6.48347 -2.38469 0.72620 -1.27
H -3.91957 0.24659 3.90108 0.50
N -2.45422 -1.02155 2.95074 1.08
N -1.92223 0.68581 -3.30150 0.63
C 1.35232 1.45644 -0.46351 -1.34
H -7.03323 -3.30372 0.96675 0.38
H 3.03252 0.21468 -4.56276 0.46
C -4.23327 -3.38174 1.38443 0.03
C 3.63878 0.52644 0.07106 -1.00
H -5.53820 -6.14041 -0.26769 0.52
H -6.52230 -4.81178 0.28436 0.31
C -2.62476 2.55141 1.95724 -0.57
H -7.50244 -2.45593 -1.16572 0.45
H -0.49203 2.25214 -3.00718 0.54
C 2.81238 2.47003 1.19624 -1.10
H -3.56697 -5.33785 0.95790 0.28
H -3.98536 -1.71214 5.82557 0.45
```

Formula: C6H18O3
Source: OMol25
Level of theory: wB97M-V/def2-TZVPD

Results
* SMILES string: CCO.CCO.CCO
* lowest unoccupied orbital energy: 0.021 Eh
* HOMO-LUMO gap: 10.71 eV

XYZ file:
```
27
Properties=species:S:1:pos:R:3:mulliken_charge:R:1
H 0.36888 -0.05765 -3.15622 0.30
H -0.60799 0.49281 3.47657 0.26
H -1.48099 1.77996 -4.12328 0.29
H 2.55276 -4.18025 0.25727 0.35
H 0.94713 -2.81510 -0.76118 0.19
H 0.81880 -0.45508 0.39527 0.30
C -1.25522 0.94182 -3.46400 -0.23
C 0.58879 2.28134 3.44622 -0.94
O -0.08466 0.33740 -3.90446 -0.52
H 1.27070 1.92320 2.67496 0.21
C 2.63752 -3.09436 0.29904 -1.12
H 3.23839 -2.83960 -0.57397 0.29
H -3.29722 0.75193 -3.56453 0.29
H 1.11760 2.20965 4.39665 0.35
O -1.32766 1.69953 2.06566 -0.48
C 1.32685 -2.36828 0.15766 -0.08
H 0.60174 -2.55117 0.95067 0.33
H 0.54257 3.35854 3.28621 0.30
H -2.41086 -0.60778 -4.26813 0.28
C -2.47121 0.05830 -3.40744 -0.89
H 3.08426 -2.77981 1.24222 0.29
C -0.73501 1.56062 3.29839 -0.31
H -1.34978 1.86752 4.14453 0.32
H -1.19118 1.39856 -2.47639 0.20
H -2.68192 -0.47225 -2.47888 0.28
O 1.51894 -1.01462 0.05129 -0.53
H -1.72117 2.57466 2.03576 0.30
```

Formula: C4H9N2
Source: OMol25
Level of theory: wB97M-V/def2-TZVPD

Results
* SMILES string: C=N/C(C)=[NH+]\C
* lowest unoccupied orbital energy: -0.158 Eh
* HOMO-LUMO gap: 10.69 eV
* charge: +1

XYZ file:
```
15
Properties=species:S:1:pos:R:3:mulliken_charge:R:1
H 1.08845 0.95115 -2.51275 0.29
H 0.65440 -1.22499 -1.64880 0.35
C -0.49639 1.49467 1.52246 -0.27
N 0.53133 -0.35745 -0.97390 -0.17
H -0.26649 -2.60549 0.37639 0.34
H -1.31069 1.78225 0.85058 0.30
C -0.14943 -0.50671 0.15361 0.76
H 0.70525 1.64267 -0.67266 0.23
H -1.37126 -1.74167 1.53192 0.34
C 1.21064 0.84459 -1.36462 -0.65
H -0.13312 2.16337 2.26642 0.33
C -0.86759 -1.71679 0.50804 -1.18
H -1.89704 -1.89917 -0.15221 0.33
N 0.10530 0.45215 1.17397 -0.34
H 2.19666 0.72142 -1.05844 0.34
```

Formula: C3H8NP
Source: OMol25
Level of theory: wB97M-V/def2-TZVPD

Results
* SMILES string: CC#N.CP
* lowest unoccupied orbital energy: 0.025 Eh
* HOMO-LUMO gap: 9.78 eV

XYZ file:
```
13
Properties=species:S:1:pos:R:3:mulliken_charge:R:1
H 2.56754 1.95642 -0.97269 0.24
H 0.94994 1.75492 -0.07086 0.18
C -2.92034 0.60664 -1.52815 -0.73
P 2.89796 -0.01401 0.41596 -0.03
H -3.60146 -0.23401 -1.54807 0.27
N -1.49673 0.63798 0.61566 -0.36
C -2.06574 0.62556 -0.37858 0.35
H 2.14643 2.57668 0.74921 0.26
H -2.20817 0.55038 -2.37903 0.24
H 4.24244 0.46988 0.16270 0.04
H 2.89080 0.07242 1.77908 0.03
H -3.57080 1.57703 -1.72961 0.25
C 2.05355 1.69321 -0.00805 -0.73
```

In the order shown, the computed energy above the lowest of the compared OMol25 structures with the same formula, charge and spin values come out to 139.30; 132.14; 236.52; 82.47 kJ/mol.
In the order shown, the computed E values come out to -3299.5166; -465.0595; -267.0092; -515.1489 hartree.